{
  "formula": "C56H60BClI2N2O5PS",
  "method": "ωB97M-V/def2-TZVPD",
  "homo_ev": -5.031,
  "e_tot_ha": -4475.10508,
  "gap_ev": 6.95,
  "charge": -1,
  "e_lumo_ev": 1.915,
  "elements": ["C", "C", "C", "I", "C", "C", "B", "C", "O", "C", "C", "O", "C", "C", "C", "C", "C", "C", "C", "C", "C", "C", "Cl", "C", "C", "N", "C", "O", "O", "C", "C", "I", "C", "C", "C", "C", "N", "C", "P", "C", "C", "C", "O", "C", "S", "H", "H", "H", "H", "H", "H", "H", "H", "H", "H", "H", "H", "H", "H", "H", "H", "H", "H", "H", "H", "H", "H", "H", "H", "H", "H", "H", "H", "H", "H", "H", "H", "H", "H", "H", "H", "C", "C", "C", "C", "C", "C", "H", "H", "H", "H", "H", "H", "C", "C", "C", "C", "C", "C", "H", "H", "H", "H", "H", "H", "C", "C", "C", "C", "C", "C", "H", "H", "H", "H", "H", "H", "C", "C", "C", "C", "C", "C", "H", "H", "H", "H", "H", "H"],
  "positions_angstrom": [[-1.3640, 2.3240, 6.5639], [-1.0456, 1.7714, 5.0738], [-2.0376, 2.4830, 3.9932], [-0.9412, 3.8036, 2.5861], [-2.8404, 1.4614, 3.0764], [-4.4146, 1.4489, 2.9208], [-5.2867, 2.5337, 3.8065], [-5.7837, 1.9955, 5.2855], [-5.6017, 3.8620, 3.3355], [-5.1743, 0.4430, 1.9847], [-6.7409, 0.3807, 1.7526], [-7.4341, 1.6338, 1.5754], [-7.0715, 2.3412, 0.3904], [-6.2321, 1.8205, -0.8002], [-5.9190, 2.7186, -2.0436], [-6.4514, 4.1964, -2.1327], [-7.3439, 4.7487, -0.9658], [-7.6285, 3.8314, 0.2465], [-4.3016, -0.6286, 1.2121], [-4.8874, -1.7789, 0.2741], [-4.6145, -1.5936, -1.3004], [-4.0685, -2.9285, -2.0354], [-3.3753, -2.6163, -3.7092], [-2.7505, -0.5856, 1.3840], [-1.9564, 0.4118, 2.2805], [-0.4869, 0.3283, 2.4002], [-0.0350, -0.7849, 3.2896], [-0.7702, -1.8104, 3.5369], [1.2573, -0.6716, 3.8180], [0.2192, 0.1759, 1.1219], [1.5388, 0.9774, 0.7703], [2.4928, 2.3562, 2.1712], [2.2843, 0.8138, -0.6189], [3.6262, 1.6817, -0.9194], [4.8750, 0.8975, -0.2745], [5.4750, -0.3186, -1.1767], [5.4515, 1.1855, 0.8753], [1.7706, -0.1785, -1.7432], [2.6568, -0.3660, -3.3922], [2.2932, -2.0106, -4.2488], [2.3903, 1.1240, -4.5388], [0.4731, -0.9990, -1.3783], [-0.1307, -1.9612, -2.2874], [-0.2403, -0.8260, -0.0152], [-1.7361, -1.8399, 0.4331], [-0.8267, 3.3006, 6.8202], [-1.0815, 1.4663, 7.2837], [-2.5080, 2.4373, 6.6560], [0.0661, 1.8886, 4.7870], [-1.3684, 0.6581, 5.0822], [-2.6692, 3.2105, 4.6029], [-6.2988, 2.8319, 5.8861], [-4.8983, 1.6190, 5.9262], [-6.5298, 1.1170, 5.1942], [-6.2090, 4.2669, 4.0057], [-7.2023, -0.1194, 2.6925], [-7.0661, -0.2962, 0.8740], [-5.8166, 0.7643, -0.7363], [-5.2804, 2.3680, -2.9247], [-6.2055, 4.8829, -3.0237], [-7.7695, 5.8092, -0.9976], [-8.2912, 4.2762, 1.0796], [-5.9982, -2.0051, 0.4077], [-4.3446, -2.7583, 0.5839], [-5.5305, -1.1523, -1.8465], [-3.7509, -0.8242, -1.3938], [-4.9528, -3.6451, -2.1481], [-3.2204, -3.3581, -1.3993], [3.5321, 2.7705, -0.5759], [3.8497, 1.7371, -2.0557], [5.6503, 0.0687, -2.2563], [6.4808, -0.6994, -0.7936], [4.6942, -1.1626, -1.2745], [6.2305, 0.4928, 0.9524], [1.1575, -2.0684, -4.4831], [2.7985, -1.9581, -5.2917], [2.6392, -2.9407, -3.6873], [3.3756, 1.2897, -5.1050], [2.0511, 2.0225, -3.9211], [1.5884, 0.8058, -5.3109], [0.4371, -2.7659, -2.1799], [-10.5338, 3.2138, 2.8444], [-10.7929, 4.4480, 3.4339], [-12.1057, 4.8610, 3.6407], [-13.1614, 4.0354, 3.2666], [-12.9037, 2.8000, 2.6812], [-11.5911, 2.3906, 2.4666], [-9.5103, 2.8921, 2.6799], [-9.9697, 5.0898, 3.7316], [-12.3061, 5.8262, 4.0940], [-14.1850, 4.3553, 3.4320], [-13.7272, 2.1551, 2.3914], [-11.3912, 1.4290, 2.0060], [8.4315, -2.8048, -5.7421], [7.4123, -2.2069, -6.4772], [6.1831, -1.9455, -5.8792], [5.9762, -2.2732, -4.5423], [6.9968, -2.8677, -3.8061], [8.2229, -3.1376, -4.4066], [9.3887, -3.0116, -6.2095], [7.5759, -1.9451, -7.5180], [5.3863, -1.4853, -6.4545], [5.0192, -2.0649, -4.0744], [6.8358, -3.1216, -2.7632], [9.0165, -3.6060, -3.8340], [3.3295, -3.1674, 4.6707], [4.1845, -2.9032, 5.7367], [4.8051, -3.9521, 6.4097], [4.5781, -5.2662, 6.0101], [3.7260, -5.5304, 4.9418], [3.0984, -4.4818, 4.2748], [2.8426, -2.3488, 4.1481], [4.3666, -1.8784, 6.0438], [5.4665, -3.7457, 7.2452], [5.0655, -6.0840, 6.5316], [3.5501, -6.5552, 4.6291], [2.4300, -4.6883, 3.4458], [11.5034, -1.4812, -7.4597], [12.5434, -2.0271, -8.2060], [13.8259, -2.0923, -7.6698], [14.0663, -1.6202, -6.3826], [13.0253, -1.0777, -5.6350], [11.7448, -1.0040, -6.1747], [10.5041, -1.4274, -7.8794], [12.3544, -2.4015, -9.2070], [14.6379, -2.5119, -8.2542], [15.0652, -1.6754, -5.9625], [13.2126, -0.7111, -4.6309], [10.9346, -0.5761, -5.5938]]
}



{
  "formula": "C56H62ClN5OP2PdS2",
  "method": "ωB97M-V/def2-TZVPD",
  "relative_energy_kcal_mol": 0.0,
  "homo_ev": [-16.555, -16.980],
  "s2": 6.03,
  "e_tot_ha": -4585.92960,
  "gap_ev": [8.51, 4.38],
  "multiplicity": 5,
  "charge": 4,
  "e_lumo_ev": [-8.045, -12.604],
  "elements": ["Pd", "C", "S", "C", "C", "C", "N", "P", "C", "C", "C", "C", "C", "C", "C", "C", "C", "C", "C", "C", "P", "C", "C", "C", "C", "C", "C", "C", "C", "C", "C", "C", "C", "H", "H", "H", "H", "H", "H", "H", "H", "H", "H", "H", "H", "H", "H", "H", "H", "H", "H", "H", "H", "H", "H", "H", "H", "H", "H", "H", "H", "H", "N", "S", "C", "C", "C", "C", "C", "C", "C", "C", "C", "C", "C", "C", "H", "H", "H", "H", "H", "H", "H", "H", "H", "H", "H", "C", "C", "C", "C", "C", "O", "C", "C", "C", "C", "C", "C", "Cl", "C", "C", "C", "N", "C", "N", "C", "N", "H", "H", "H", "H", "H", "H", "H", "H", "H", "H", "H", "H", "H", "H", "H", "H", "H", "H", "H", "H", "H", "H"],
  "positions_angstrom": [[-0.3640, -0.6763, -0.0520], [-1.6539, -8.2371, -1.9885], [-0.5893, -6.8772, -1.5652], [-0.6153, -6.9158, 0.2230], [0.2053, -5.8129, 0.8796], [-0.4761, -4.4513, 0.9092], [-0.5629, -3.7686, -0.4225], [0.7844, -2.6439, -0.7194], [2.2744, -3.2578, 0.0599], [2.5202, -3.0235, 1.4165], [3.6552, -3.5502, 2.0105], [4.5517, -4.2978, 1.2549], [4.3225, -4.5133, -0.0975], [3.1891, -3.9929, -0.7007], [1.0826, -2.6573, -2.4875], [1.6837, -1.5299, -3.0470], [2.0002, -1.5114, -4.3955], [1.7221, -2.6157, -5.1896], [1.1227, -3.7395, -4.6366], [0.8016, -3.7600, -3.2887], [-1.8242, -2.5473, -0.4236], [-3.3300, -3.3091, 0.2077], [-4.1265, -2.6062, 1.1074], [-5.3450, -3.1352, 1.5170], [-5.7632, -4.3653, 1.0352], [-4.9730, -5.0677, 0.1290], [-3.7649, -4.5407, -0.2887], [-2.1409, -2.0559, -2.1254], [-2.2321, -0.6718, -2.2921], [-2.4691, -0.1227, -3.5458], [-2.6261, -0.9648, -4.6358], [-2.5574, -2.3467, -4.4719], [-2.3133, -2.8932, -3.2242], [-1.7075, -8.3022, -3.0729], [-2.6472, -8.0907, -1.5576], [-1.2272, -9.1565, -1.5753], [-0.2409, -7.9122, 0.4894], [-1.6690, -6.8929, 0.5258], [1.2095, -5.7540, 0.4530], [0.3418, -6.1248, 1.9180], [0.0418, -3.8124, 1.6267], [-1.4913, -4.5771, 1.2897], [1.8167, -2.4479, 1.9986], [3.8479, -3.3731, 3.0602], [5.4413, -4.7036, 1.7186], [5.0360, -5.0773, -0.6832], [3.0261, -4.1371, -1.7620], [1.9062, -0.6632, -2.4339], [2.4661, -0.6361, -4.8278], [1.9733, -2.6006, -6.2419], [0.9104, -4.5978, -5.2606], [0.3229, -4.6253, -2.8565], [-3.8085, -1.6410, 1.4753], [-5.9692, -2.5809, 2.2048], [-6.7140, -4.7754, 1.3484], [-5.3199, -6.0147, -0.2634], [-3.1732, -5.0760, -1.0255], [-2.2341, -0.0052, -1.4311], [-2.5435, 0.9502, -3.6615], [-2.8175, -0.5535, -5.6181], [-2.7021, -2.9942, -5.3266], [-2.2474, -3.9693, -3.1128], [-0.0929, -0.9760, 2.0899], [-1.3842, -1.1402, 3.0428], [-0.8813, -2.0553, 4.4791], [-1.4487, -3.3135, 4.6411], [-1.0886, -4.0791, 5.7416], [-0.1684, -3.5837, 6.6543], [0.3902, -2.3198, 6.4844], [0.0293, -1.5442, 5.3971], [-1.8206, 0.4378, 3.7608], [-1.0648, 1.5733, 3.5301], [-1.4638, 2.7723, 4.1065], [-2.6007, 2.8210, 4.8987], [-3.3528, 1.6726, 5.1205], [-2.9671, 0.4727, 4.5475], [0.6783, -0.5114, 2.5633], [-2.1873, -3.6725, 3.9321], [-1.5410, -5.0489, 5.8997], [0.1040, -4.1764, 7.5175], [1.0886, -1.9364, 7.2157], [0.4281, -0.5428, 5.2793], [-0.1843, 1.5354, 2.9003], [-0.8834, 3.6690, 3.9370], [-2.9081, 3.7563, 5.3466], [-4.2378, 1.7146, 5.7403], [-3.5447, -0.4279, 4.7250], [-0.3711, 3.7591, -3.0144], [0.7242, 4.8436, -3.0637], [2.0760, 4.1821, -3.3540], [0.3976, 5.7649, -4.2513], [0.7637, 5.6763, -1.7285], [-0.5373, 6.0758, -1.3374], [1.6174, 6.9632, -1.9155], [1.5997, 7.9510, -0.7309], [2.7593, 7.9959, 0.2022], [2.5478, 8.1411, 1.5991], [3.5890, 8.3857, 2.4415], [4.9035, 8.4822, 1.9077], [6.1843, 8.8238, 2.9270], [5.1405, 8.3062, 0.5174], [4.0866, 8.0621, -0.3064], [1.3074, 4.9029, -0.5092], [0.6047, 3.6680, -0.1708], [1.0004, 2.4055, -0.3469], [0.0129, 1.5807, -0.0290], [-0.9848, 2.4294, 0.3677], [-0.6568, 3.6911, 0.2997], [-0.6339, 3.4743, -4.0337], [-1.2735, 4.1169, -2.5215], [-0.0396, 2.8489, -2.5130], [2.0304, 3.6758, -4.3191], [2.3441, 3.4269, -2.6117], [2.8913, 4.9050, -3.4127], [0.2430, 5.1536, -5.1397], [1.2039, 6.4597, -4.4814], [-0.5213, 6.3407, -4.1088], [-0.9691, 6.5259, -2.0744], [1.1557, 7.4924, -2.7459], [2.6315, 6.7380, -2.2492], [0.6562, 7.8804, -0.1900], [1.6121, 8.9637, -1.1648], [1.5356, 8.0938, 1.9805], [3.4504, 8.5315, 3.5046], [6.1535, 8.3985, 0.1483], [4.2471, 7.9646, -1.3720], [1.2300, 5.5466, 0.3669], [2.3536, 4.6398, -0.6629], [1.9713, 2.1315, -0.7262], [-1.9510, 2.1077, 0.7212]]
}